The following is a quantum chemistry calculation of a single C8H12 molecule at a distorted geometry, from the OMol25 dataset.

As for the SMILES: C=C[C@@]1(C)[C@H]2C[C@]21C. Its charge is 0.

The geometry in XYZ format:
```
20
Properties=species:S:1:pos:R:3:forces:R:3:mulliken_charge:R:1
C 0.55059 0.93936 -1.72860 -0.12 -0.03 0.19 -1.7233
C -1.73423 1.16129 0.58476 -0.11 -0.08 -0.01 -1.5222
C 0.46874 0.04570 -0.51864 -2.67 -2.02 -0.46 1.3231
C 2.05458 -0.45984 1.30957 0.14 0.06 -0.06 -0.9100
C -0.85572 -1.14658 -0.65228 2.72 2.14 0.97 -0.8532
C -0.81002 0.02702 0.26400 0.33 -0.26 -0.24 0.6367
C -0.87611 -1.38184 0.80638 -0.07 -0.11 -0.20 -0.5769
C 1.74509 -0.42119 0.02055 0.10 -0.06 0.18 -0.3662
H -2.73192 0.99595 0.17539 -0.02 0.02 0.03 0.3156
H 3.00909 -0.82103 1.65204 0.20 -0.08 0.02 0.2758
H -1.37686 -1.45662 -1.52500 -0.37 0.02 -0.38 0.3658
H -0.02050 -1.83363 1.29361 0.07 -0.01 0.08 0.2636
H 1.15175 0.47535 -2.50867 0.07 0.01 -0.06 0.4442
H 1.01708 1.88747 -1.46293 0.04 0.14 -0.04 0.3673
H -0.44030 1.14037 -2.13263 -0.04 0.03 -0.03 0.3738
H -1.82335 -1.67306 1.24166 -0.18 0.05 -0.01 0.2765
H -1.82890 1.28254 1.66427 0.02 0.11 -0.01 0.3533
H 1.37132 -0.10649 2.06227 -0.21 0.06 0.14 0.2885
H -1.34153 2.08737 0.16914 -0.06 0.09 -0.03 0.3578
H 2.47119 -0.74214 -0.71488 0.14 -0.08 -0.09 0.3097
```
Forces are in eV/Å.

---

The following is a quantum chemistry calculation of a single C3H6N4S molecule at a distorted geometry, from the OMol25 dataset.

As for the SMILES: Cn1ncc(NS)n1. Its charge is 0.

The geometry in XYZ format:
```
14
Properties=species:S:1:pos:R:3:forces:R:3:mulliken_charge:R:1
S -2.15485 1.00856 -2.58476 -2.63 -0.64 0.17 -0.1768
N 1.04452 -0.98279 0.90138 -0.45 2.07 -3.06 -0.6233
N -0.09423 0.82020 0.07166 -1.96 -0.14 -1.86 -0.8680
N 0.57569 0.29971 1.01192 2.02 -2.25 4.41 1.0535
N -1.02868 -0.07875 -2.02572 1.82 -2.71 -1.73 -0.3350
C 0.94754 0.74972 2.32540 5.98 -0.83 -0.84 -0.7404
C -0.19632 -0.16043 -0.83218 0.88 -0.29 -0.69 0.5217
C 0.75465 -1.20065 -0.36325 -3.29 -3.24 -2.44 -0.4149
H -0.81388 -0.75653 -2.85818 0.16 1.59 2.82 0.2912
H 1.54713 1.68736 2.30293 -0.30 -0.50 -0.39 0.2888
H 1.85637 -0.21905 2.47124 -3.06 3.44 0.77 0.3145
H 0.27039 0.91829 3.08123 -2.15 -0.43 1.35 0.3067
H -3.54892 0.20109 -2.69134 2.89 1.36 0.64 0.1210
H 0.84057 -2.28672 -0.81033 0.08 2.56 0.86 0.2610
```
Forces are in eV/Å.

---

no.,HOMO-LUMO gap (eV),calculated total energy (Ha)
1,9.482,-311.907205
2,8.807,-734.958399